1.
65
Properties=species:S:1:pos:R:3:forces:R:3:nbo_charge:R:1 method="wB97M-V/def2-TZVPD" e_homo_ha=-0.5226 largest_force_ev_per_a=1.98 molar_mass_g_mol=832.39 homo_lumo_gap_ev=8.31 multiplicity=1 total_charge=+2 total_energy_ha=-4727.1309
Na 1.7820 -2.7263 0.4148 -0.40 -0.33 -0.23 0.97
Na 3.7820 0.6183 1.9435 -0.04 0.08 0.02 0.96
Na 3.4845 1.6427 -2.1141 -0.14 0.45 0.65 0.98
Na 0.4755 4.6630 0.0021 0.67 -0.11 -0.70 0.98
Na 0.8580 1.7243 4.2676 -0.21 -0.47 -0.35 0.99
C 5.5764 4.7259 -0.1254 -0.89 -0.22 -0.24 0.73
F 5.6885 4.4725 -1.4419 0.38 -0.11 0.00 -0.33
F 6.6132 4.2567 0.5362 0.14 -0.27 -0.12 -0.29
F 5.4981 6.0275 0.0498 -0.05 0.19 0.03 -0.29
S 3.9905 3.9250 0.4361 -0.17 1.61 1.13 2.31
O 3.9485 4.2256 1.8507 -0.21 -0.45 -0.22 -0.97
O 2.9583 4.6029 -0.3560 0.31 -0.80 0.12 -1.03
O 4.1449 2.4880 0.1703 0.10 -0.66 -0.65 -1.11
C 1.1403 -2.4887 4.9049 -0.23 0.10 -0.71 0.74
F 0.0260 -3.1873 4.9120 -0.31 -0.27 -0.04 -0.29
F 1.1810 -1.7491 5.9950 0.21 0.50 0.28 -0.30
F 2.1854 -3.2893 4.8616 0.33 -0.36 0.14 -0.30
S 1.1842 -1.4528 3.3619 -1.09 0.42 -0.21 2.32
O 0.7732 -2.3496 2.2931 0.49 -0.12 0.43 -1.04
O 0.2188 -0.3679 3.5448 0.45 -0.30 0.83 -1.05
O 2.5631 -0.9929 3.2681 0.49 0.38 -0.08 -1.06
C -0.3196 0.0458 -0.3311 0.54 0.24 0.91 0.76
F -1.4262 0.6905 -0.0465 -0.05 0.49 -0.04 -0.29
F -0.4179 -1.1788 0.1851 0.35 0.14 -0.27 -0.31
F -0.1583 -0.0255 -1.6423 -0.02 -0.22 -0.42 -0.31
S 1.2354 0.9459 0.3261 -0.74 0.84 1.49 2.29
O 1.4274 2.0626 -0.5903 -0.30 -0.66 -0.35 -1.02
O 1.0176 1.3881 1.7154 0.01 -0.06 -1.37 -1.03
O 2.2688 -0.0896 0.2710 0.20 -0.38 -0.69 -1.07
C -0.4158 -7.2492 -0.1509 1.58 -0.43 0.48 -0.27
O -1.3612 -6.2977 -0.5602 -0.70 0.29 0.04 -0.47
C -1.0165 -5.0564 -0.8426 -0.56 -1.41 -0.16 1.02
O 0.1130 -4.6291 -0.8268 0.65 1.01 0.25 -0.73
O -2.1370 -4.4502 -1.2077 0.31 0.24 -0.01 -0.46
C -2.0198 -3.1950 -1.8309 -0.03 1.00 -0.94 -0.27
H -0.7393 -8.2222 -0.5078 -0.14 0.10 0.01 0.22
H -0.2841 -7.2765 0.9349 -0.49 0.08 -0.03 0.19
H 0.5911 -7.0385 -0.5289 -0.31 0.06 -0.32 0.19
H -2.2391 -3.2493 -2.9010 -0.23 -0.48 0.11 0.20
H -1.0135 -2.7875 -1.8036 0.09 -0.06 0.48 0.18
H -2.7432 -2.5041 -1.4043 0.07 -0.05 0.28 0.20
C -0.5476 2.7343 -3.8777 0.03 0.17 0.10 -0.26
O 0.4764 3.6380 -4.3109 0.05 -0.31 -0.28 -0.48
C 0.7481 4.6546 -3.5241 0.22 0.59 -0.06 1.02
O 0.4485 4.7480 -2.3535 -0.41 -0.07 0.77 -0.75
O 1.4049 5.5529 -4.2160 0.02 -0.30 -0.42 -0.47
C 1.6382 6.8379 -3.6706 0.18 1.30 0.12 -0.27
H -0.2730 2.2673 -2.9386 0.07 -0.14 0.11 0.18
H -0.6262 2.0090 -4.6794 -0.15 -0.04 0.06 0.22
H -1.4732 3.2900 -3.7383 -0.08 -0.13 -0.11 0.20
H 1.7735 7.5139 -4.5136 0.08 -0.27 -0.12 0.22
H 2.5444 6.8885 -3.0684 -0.08 -0.33 0.11 0.20
H 0.7900 7.2420 -3.1171 -0.05 -0.44 0.14 0.20
C -6.4792 -2.8931 0.2961 0.39 -0.65 -0.07 -0.26
O -5.5505 -1.8523 0.5997 -0.53 0.95 -0.46 -0.50
C -4.4975 -2.1103 1.3464 -0.22 -0.79 0.06 0.98
O -4.2001 -3.1668 1.8255 0.02 -0.45 0.28 -0.63
O -3.7886 -0.9969 1.4468 0.11 1.42 -0.13 -0.52
C -2.8568 -0.8727 2.5125 0.23 -1.61 0.19 -0.26
H -5.9220 -3.7051 -0.1703 -0.20 -0.22 0.15 0.19
H -7.2077 -2.5181 -0.4151 0.15 0.35 0.04 0.21
H -6.9981 -3.2307 1.1897 0.14 -0.07 0.08 0.20
H -3.3414 -0.5672 3.4393 -0.05 0.59 -0.21 0.19
H -2.0450 -0.2534 2.1575 -0.13 0.36 0.27 0.18
H -2.4512 -1.8620 2.7474 0.14 0.07 -0.17 0.21

=====

2.
19
Properties=species:S:1:pos:R:3:forces:R:3:nbo_charge:R:1 method="wB97M-V/def2-TZVPD" e_homo_ha="-0.6607 / -0.6608" relative_energy_kcal_mol=41.2 largest_force_ev_per_a=4.53 molar_mass_g_mol=177.60 homo_lumo_gap_ev="7.68 / 7.68" multiplicity=1 total_charge=+2 total_energy_ha=-965.5762
C -1.5610 1.3668 -1.4944 1.50 0.37 -0.32 -0.42
N -0.9871 0.3893 -0.5188 1.19 2.99 0.53 -0.23
C -0.0154 0.9398 0.4502 -0.95 0.40 0.33 -0.38
C 1.2378 0.2491 0.5482 1.90 0.97 0.94 0.74
N 2.3039 0.8922 0.9786 -3.90 0.23 -0.96 -0.61
O 1.3938 -0.9734 0.1675 1.91 0.20 -0.24 -0.41
C 0.6439 -2.0337 0.1600 -1.24 -2.63 -0.07 0.55
Cl 1.3996 -3.3589 -0.5496 0.17 0.36 0.18 0.27
N -0.5531 -2.2322 0.7006 3.60 1.16 -0.81 -0.43
N -1.7525 -1.5612 0.2579 -2.92 -2.94 1.83 0.06
N -1.8789 -0.4868 -0.2093 -1.04 0.02 -0.43 0.13
H -0.9325 1.2151 -2.3363 0.66 0.46 -1.01 0.23
H -2.5227 1.1321 -1.8664 -1.15 -0.74 0.41 0.27
H -1.5455 2.4057 -1.1973 0.14 0.10 0.50 0.23
H 0.3867 1.8795 0.0985 -0.93 0.84 -0.49 0.30
H -0.2693 1.1536 1.5403 -0.75 -0.39 -1.18 0.32
H 2.2106 1.8669 1.2572 0.26 -0.08 -0.07 0.46
H 3.0849 0.4008 1.2282 2.86 -1.44 0.68 0.45
H -0.6432 -3.2446 0.7852 -1.30 0.13 0.15 0.47

=====

3.
196
Properties=species:S:1:pos:R:3:forces:R:3:lowdin_charge:R:1 method="wB97M-V/def2-TZVPD" e_homo_ha=-0.2947 relative_energy_kcal_mol=0.0 largest_force_ev_per_a=13.35 molar_mass_g_mol=1582.84 homo_lumo_gap_ev=6.72 multiplicity=1 total_charge=0 total_energy_ha=-8655.3942
C -1.9796 -2.5783 2.3032 0.34 0.28 0.16 -0.13
C -2.5659 -2.0888 0.9842 -0.43 -0.99 0.91 -0.23
C -2.9770 -3.3274 0.1924 -0.27 0.03 -1.79 -0.18
C -2.9888 -2.9752 -1.3339 -0.60 0.35 -0.34 -0.12
N -3.7634 -3.8781 -2.2898 0.64 -0.63 2.15 -0.24
C -5.2832 -3.9434 -1.9914 1.29 -0.80 -0.34 -0.09
C -5.8788 -2.7084 -2.5900 -1.97 -0.35 -0.19 -0.16
C -4.9755 -2.2931 -3.7103 2.67 1.07 -0.14 -0.14
C -3.7988 -3.2849 -3.7204 -0.54 -1.73 0.41 -0.09
C -3.1494 -5.3052 -2.0305 -1.59 1.41 -1.83 0.05
H -0.9450 -2.8644 2.1135 0.10 0.06 0.40 0.03
H -2.4924 -3.4411 2.7282 -0.26 -0.06 -0.13 0.07
H -1.9947 -1.7939 3.0599 0.35 -0.03 -0.03 0.04
H -1.8017 -1.5089 0.4668 -0.31 0.20 -0.17 0.10
H -3.4603 -1.5111 1.2177 0.10 0.39 -0.47 0.11
H -3.9411 -3.7353 0.4960 -0.32 0.45 0.17 0.10
H -2.3221 -4.1649 0.4326 0.53 0.09 -0.34 0.10
H -1.9879 -2.9471 -1.7647 0.11 0.16 0.19 0.10
H -3.4303 -2.0059 -1.5657 0.32 0.39 0.61 0.10
H -5.5273 -4.8226 -2.5875 -0.54 -0.12 0.32 0.13
H -5.4836 -4.1071 -0.9325 0.19 -0.05 -0.18 0.13
H -6.8020 -2.9543 -3.1147 -0.28 -0.51 0.36 0.12
H -6.2660 -2.0339 -1.8263 0.90 0.64 -0.17 0.13
H -5.4280 -2.3077 -4.7018 -0.08 0.21 0.23 0.13
H -4.4280 -1.3635 -3.5549 -0.67 0.66 -0.05 0.07
H -4.1079 -4.1235 -4.3443 0.35 -0.33 -0.07 0.12
H -2.8278 -2.9160 -4.0507 -0.11 0.28 0.44 0.09
H -3.3629 -5.6528 -1.0198 -0.16 0.34 -0.18 0.10
H -2.0771 -5.3196 -2.2256 -0.21 0.19 -0.15 0.09
H -3.7509 -5.8243 -2.7767 0.64 -0.99 0.19 0.09
C 3.3980 1.8027 -5.4869 0.22 0.44 -0.03 -0.08
C 2.4805 0.6934 -5.0312 -0.51 -0.24 0.55 -0.27
C 1.9828 -0.2234 -6.1303 -0.98 -0.20 -0.74 -0.18
C 0.8004 -1.1292 -5.6798 1.86 -0.92 0.64 -0.07
N 0.6775 -2.5139 -6.4225 0.46 -0.77 -1.27 -0.26
C -0.5450 -3.2949 -5.9990 -0.02 1.45 0.00 -0.14
C -0.1771 -3.9180 -4.7012 1.01 -1.62 1.63 -0.17
C 1.3325 -4.3139 -4.8273 0.62 1.45 -1.01 -0.10
C 1.7565 -3.6033 -6.1805 -0.91 0.65 1.44 -0.05
C 0.5627 -2.2212 -7.9491 -0.15 -0.91 2.80 0.06
H 4.1539 1.5212 -6.2200 -0.06 -0.21 -0.09 0.08
H 3.9386 2.1922 -4.6242 -0.01 0.08 0.02 0.07
H 2.7938 2.6212 -5.8780 0.13 0.02 -0.18 0.07
H 1.5828 1.1950 -4.6699 -0.10 -0.04 0.42 0.11
H 2.9191 0.1413 -4.1999 0.05 -0.25 0.04 0.10
H 2.7722 -0.8033 -6.6084 0.21 0.02 -0.01 0.11
H 1.5355 0.4678 -6.8447 0.31 -0.12 -0.57 0.12
H -0.1159 -0.5419 -5.7389 -0.36 -0.61 0.09 0.11
H 1.0310 -1.4464 -4.6628 -0.54 0.19 0.19 0.10
H -0.7049 -4.0535 -6.7652 -0.20 0.13 0.00 0.14
H -1.3549 -2.5686 -5.9311 -0.26 -0.24 -0.11 0.13
H -0.7378 -4.8253 -4.4766 -0.30 -0.07 -0.41 0.10
H -0.3108 -3.3320 -3.7919 -0.06 0.69 -0.37 0.09
H 1.5743 -5.3764 -4.8558 -0.38 0.01 -0.24 0.11
H 1.9691 -3.9050 -4.0426 -0.35 0.11 0.23 0.09
H 1.6023 -4.3335 -6.9749 0.49 0.39 -0.28 0.12
H 2.7195 -3.0946 -6.1365 0.05 -0.44 -0.29 0.13
H 1.5574 -1.8929 -8.2508 -0.63 0.70 -0.30 0.11
H -0.3071 -1.5810 -7.8020 0.35 0.67 -1.73 0.12
H 0.3223 -3.1757 -8.4172 -0.11 0.23 -0.17 0.09
C 1.4571 -1.8312 -1.6239 0.08 -0.14 0.29 -0.09
C 2.2835 -0.9890 -0.6164 0.39 0.57 -1.18 -0.22
C 1.9022 0.5010 -0.4779 -0.78 -0.82 1.33 -0.16
C 0.4332 0.6187 -0.0536 -0.48 1.78 0.33 -0.13
N -0.0002 2.0768 0.2659 0.02 0.73 -1.18 -0.24
C -1.5557 2.1085 0.3537 1.40 1.55 -0.12 -0.05
C -1.8785 3.5790 -0.0632 -2.19 -0.88 0.79 -0.15
C -0.7558 4.1308 -0.8432 2.40 0.45 -0.30 -0.12
C 0.2616 2.9873 -0.9168 -1.00 -0.90 -0.63 -0.10
C 0.6834 2.6840 1.5275 -1.65 -3.25 -1.04 0.06
H 1.0970 -1.3410 -2.5284 0.11 0.70 0.21 0.04
H 0.5541 -2.2350 -1.1661 -0.17 -0.09 0.19 0.05
H 2.0475 -2.6681 -1.9969 0.18 -0.17 0.28 0.04
H 3.3212 -0.9929 -0.9498 0.03 -0.06 -0.22 0.07
H 2.3480 -1.4341 0.3764 -0.50 -0.15 0.04 0.08
H 2.1371 1.1315 -1.3355 -0.25 -0.35 -0.25 0.10
H 2.5273 0.8463 0.3455 0.05 0.31 0.11 0.08
H 0.1008 0.1508 0.8731 0.85 -0.76 0.09 0.08
H -0.2533 0.2900 -0.8338 0.12 0.10 -0.33 0.06
H -1.8396 1.8298 1.3685 -0.07 -0.09 -0.05 0.11
H -1.9497 1.4332 -0.4057 0.22 -0.23 0.16 0.09
H -2.2206 4.2133 0.7545 0.25 -0.11 0.12 0.08
H -2.7251 3.5406 -0.7488 -0.27 -0.10 0.28 0.12
H -0.2067 4.9626 -0.4020 -0.55 0.31 0.22 0.12
H -1.0954 4.4298 -1.8349 0.36 0.02 -0.03 0.13
H 1.3204 3.2461 -0.9261 -0.24 0.08 -0.24 0.12
H -0.0753 2.3497 -1.7341 0.67 0.05 -0.56 0.12
H 0.6843 1.7113 2.0194 0.31 0.41 1.52 0.05
H -0.0693 3.3482 1.9523 0.90 0.53 0.05 0.10
H 1.7293 2.9296 1.3434 -0.55 0.82 -0.19 0.08
C -6.5254 -0.7501 8.3826 -0.07 -0.47 1.70 -0.14
C -6.6028 0.1811 7.2615 -0.29 0.12 -2.35 -0.28
C -5.1936 0.3996 6.6893 0.55 -0.21 0.64 -0.19
C -5.0371 1.4707 5.6460 -0.71 0.97 -1.18 -0.13
N -3.6714 1.9733 5.2774 0.81 -0.09 0.84 -0.25
C -2.9955 2.6102 6.4890 0.30 1.40 -0.92 -0.07
C -1.9202 3.5378 5.8746 0.91 -1.48 -0.46 -0.15
C -2.5305 4.0567 4.5998 -0.45 0.91 -1.17 -0.15
C -3.7035 3.1361 4.2317 -0.77 0.07 0.34 -0.06
C -2.8584 0.8175 4.7238 -0.75 1.00 -0.57 0.04
H -5.8255 -1.5512 8.1451 0.01 -0.11 0.38 0.09
H -7.5016 -1.1762 8.6139 0.06 -0.09 0.04 0.08
H -6.2209 -0.1627 9.2488 0.36 -0.54 0.38 0.09
H -7.1342 1.0890 7.5467 0.19 0.17 -0.24 0.12
H -7.1898 -0.3602 6.5195 -0.27 0.55 -0.50 0.11
H -4.8362 -0.5284 6.2431 -0.22 -0.29 0.10 0.11
H -4.5725 0.5125 7.5779 0.39 0.54 -0.07 0.11
H -5.6214 2.3687 5.8470 -0.01 -0.03 0.26 0.14
H -5.4095 1.0894 4.6951 -0.32 -0.02 -0.03 0.14
H -2.7142 1.8567 7.2246 0.08 0.18 -0.20 0.13
H -3.6854 3.3592 6.8781 -0.60 -0.61 0.38 0.14
H -1.0810 2.9516 5.5000 0.42 -0.14 0.76 0.10
H -1.5465 4.3376 6.5138 -0.19 -0.32 0.17 0.13
H -1.8429 4.1128 3.7559 0.36 -0.45 0.17 0.10
H -2.7448 5.1232 4.6687 -0.95 -0.16 0.14 0.13
H -3.7244 2.7624 3.2079 0.54 -0.42 0.14 0.12
H -4.6953 3.5874 4.2592 0.08 0.22 0.58 0.11
H -1.8854 1.2131 4.4328 0.08 -0.44 0.25 0.10
H -3.4185 0.5761 3.8204 0.28 -0.34 -0.11 0.10
H -2.8556 -0.0506 5.3830 0.31 0.39 0.14 0.10
C 4.7384 2.8003 -1.1321 -0.08 -0.05 -0.66 -0.04
C 5.7891 2.6941 -0.0260 0.67 0.72 -1.48 -0.17
N 5.2965 2.0325 1.1158 -3.52 -1.07 5.22 -0.05
C 5.1142 0.6730 1.3079 -2.14 -0.53 1.64 0.00
C 4.3061 0.4389 2.4675 1.74 1.88 -1.73 0.00
N 4.0746 1.7097 3.0481 0.59 -0.08 -2.85 -0.05
C 4.6076 2.6282 2.1849 0.86 -1.10 -0.60 0.03
C 3.3485 2.0964 4.2930 0.89 1.05 -0.60 0.02
H 3.8513 3.3934 -0.9097 0.13 0.08 0.51 0.07
H 4.4046 1.8128 -1.4506 0.01 -0.23 0.27 0.06
H 5.1354 3.2288 -2.0523 0.38 0.19 0.19 0.09
H 6.1995 3.6465 0.3093 -0.21 0.16 -0.23 0.14
H 6.6380 2.1025 -0.3688 0.03 0.03 -0.16 0.13
H 5.3437 -0.0491 0.5384 0.37 0.02 0.19 0.10
H 3.8466 -0.4669 2.8346 0.09 0.09 0.12 0.06
H 4.5158 3.6972 2.3086 0.08 0.03 0.12 0.13
H 2.2668 2.1983 4.2050 0.04 -1.04 -0.27 0.08
H 3.6304 3.1415 4.4205 0.30 -0.06 0.42 0.07
H 3.7397 1.4958 5.1142 -0.48 0.00 -0.14 0.10
C 6.7830 -6.4443 2.9793 -0.48 0.49 0.83 -0.04
C 5.4003 -7.0769 2.7749 1.30 -1.91 -0.43 -0.19
N 4.3520 -6.1775 2.4809 -2.08 2.48 -2.59 -0.07
C 4.0520 -5.0971 3.2668 -1.00 -0.33 -0.37 0.01
C 2.9933 -4.4400 2.6649 0.69 0.20 1.08 -0.01
N 2.6368 -5.1286 1.5512 2.04 -2.17 -1.24 -0.08
C 3.5776 -6.1024 1.3346 0.32 -0.11 2.91 0.03
C 1.5046 -4.8443 0.6602 0.63 0.25 0.20 0.02
H 6.7342 -5.8325 3.8801 0.01 0.27 0.01 0.07
H 7.0784 -5.7870 2.1615 -0.08 -0.26 -0.12 0.07
H 7.5649 -7.1608 3.2312 -0.23 -0.30 -0.45 0.08
H 5.0471 -7.6700 3.6184 0.37 0.08 0.35 0.13
H 5.4258 -7.8019 1.9614 0.12 0.05 -0.17 0.13
H 4.5834 -5.0503 4.2059 -0.28 0.74 -0.10 0.14
H 2.5749 -3.4597 2.8390 -0.42 -0.01 0.52 0.07
H 3.7865 -6.7766 0.5172 -0.66 0.21 -0.14 0.16
H 0.7773 -5.6494 0.5562 0.29 -0.32 0.58 0.09
H 1.9463 -4.6993 -0.3257 -0.35 0.82 0.04 0.08
H 1.0258 -4.0087 1.1706 -0.12 0.36 -0.85 0.09
Cl -1.8519 0.0274 -3.2215 0.07 -0.79 0.18 -0.40
Cl 1.1381 -1.0021 3.3904 0.13 -0.08 -0.21 -0.44
N 6.3974 -2.0679 -0.2387 1.34 2.90 -5.35 -0.28
S 5.4797 -3.2485 -0.0973 -3.41 -4.50 4.60 0.52
O 6.2428 -4.4792 0.2083 -2.16 1.48 -1.19 -0.31
O 4.0906 -3.3357 -0.6689 3.92 -0.17 0.67 -0.32
F 5.1735 -2.6622 1.3806 -1.27 -1.13 1.02 -0.23
S 6.4986 -1.9143 -1.8763 2.12 1.79 -3.06 0.56
O 5.3762 -1.3350 -2.6195 1.48 -0.39 2.18 -0.30
O 7.1686 -2.9884 -2.5618 -0.76 -0.03 0.96 -0.28
F 7.6869 -0.8028 -1.8476 -1.43 -0.32 0.23 -0.20
N -5.8717 6.6177 1.1391 -2.04 -4.45 1.20 -0.25
S -4.4099 6.2857 0.8110 5.61 2.92 -3.12 0.45
O -4.1856 5.8529 -0.5824 -0.17 -0.01 2.86 -0.29
O -3.4808 5.8176 1.8420 -1.42 -0.23 -0.93 -0.33
F -4.0686 7.8347 0.7719 0.79 0.29 -0.17 -0.20
S -6.3618 5.0014 1.2202 -3.88 0.28 -0.64 0.55
O -5.8089 4.1895 2.2873 0.03 0.45 -0.83 -0.33
O -6.6981 4.3855 -0.0524 1.08 0.54 1.72 -0.28
F -7.8060 5.3751 1.7761 0.04 -0.12 0.27 -0.21
N 3.3036 5.6402 3.0391 3.61 -0.50 -5.83 -0.29
S 2.8558 6.2881 1.6332 2.27 2.23 -6.46 0.56
O 2.3195 7.6532 1.5489 0.16 -3.23 1.26 -0.24
O 2.4814 5.3086 0.6226 -0.65 0.35 1.85 -0.30
F 4.3357 6.5720 1.0857 0.45 -0.14 0.57 -0.21
S 2.1795 6.0845 3.8365 -7.72 3.63 10.27 0.42
O 0.8534 5.4864 3.5339 2.34 1.30 -0.19 -0.32
O 2.2355 7.4154 4.5130 -0.51 -2.64 -2.84 -0.29
F 2.6427 5.2506 5.0860 0.06 -1.53 1.40 -0.21
N -0.5831 5.4927 -6.6416 -0.46 -3.15 -2.20 -0.27
S -0.8584 3.8908 -6.5657 -3.48 -4.17 -4.34 0.59
O -2.2801 3.3939 -6.5518 3.72 1.82 1.19 -0.32
O 0.1550 3.0071 -5.9884 -1.10 1.65 -0.42 -0.32
F -0.6689 3.7301 -8.1698 0.86 -0.10 0.33 -0.24
S -0.6131 5.7712 -5.1729 0.03 5.83 7.96 0.44
O 0.6416 5.5421 -4.4627 -1.48 -0.23 -0.87 -0.32
O -1.8630 5.5837 -4.4418 1.62 -1.05 -1.08 -0.29
F -0.6675 7.4136 -5.2462 0.50 -0.99 -0.56 -0.23